The following is a quantum chemistry calculation of 2 unconnected molecules or ions with the total composition C3H9NS2, from OMol25.

Computed properties:
Expectation value of S² = 0.75
Strongest force on any atom = 1.628 eV/A
Energy above the lowest of the compared OMol25 structures with the same formula, charge and spin = 23.1 kcal per mole
Total charge = -1
HOMO energy (spin up / spin down) = -0.0404 / -0.1106 Ha
2S+1 = 2
DFT total energy = -26416.74724 eV

Cartesian coordinates (Å):
C -0.13201 2.72218 -0.82669
S 1.04502 1.43638 -0.30056
S 0.73572 1.66509 2.10444
H -1.06301 2.52229 -0.30756
H 0.29299 3.72565 -0.74862
H -0.34131 2.56244 -1.89133
H 0.64718 0.33950 2.17234
C 0.67585 -2.04651 -0.89284
C -0.41057 -1.61540 -0.27503
N -0.93764 -2.05304 0.95248
H 1.15476 -2.91943 -0.48240
H 1.02161 -1.58117 -1.79924
H -1.14739 -0.94210 -0.67550
H -0.28003 -2.57733 1.51026
H -1.26117 -1.23856 1.46025